Computed, not measured: an isolated ion of composition C6H10NO and charge +1, with wB97M-V/def2-TZVPD.

Geometry as XYZ:
```
18
C6H10NO | the OMol25 dataset | wB97M-V/def2-TZVPD
H 2.909 -0.200 -0.444
H -2.478 -0.143 -0.538
C 0.875 -1.715 0.696
H -0.131 0.116 -2.031
H 0.677 -2.552 0.091
H -2.008 2.261 0.337
H 1.688 -1.691 1.454
N -0.744 0.664 0.936
H -0.750 -1.433 -1.449
O 2.016 1.565 0.110
H -0.414 2.369 -0.441
C 0.698 -0.508 -0.153
C -1.151 1.727 -0.067
H -0.026 -1.541 1.335
C 1.933 0.431 -0.130
H -1.258 0.787 1.807
C -0.402 -0.447 -1.157
C -1.433 0.308 -0.358
```

Results
- energy (eV) = -9910.8216
- charge = +1
- ΔE to the lowest compared entry with this formula, charge and spin (kcal per mole) = 82.4
- HOMO level (eV) = -14.750
- HOMO-LUMO gap (Ha) = 0.3310

Want to see where the charge sits? The Löwdin charges in e are: 0.1923, 0.1891, 0.0144, 0.1398, 0.0944, 0.1305, 0.1285, 0.0718, 0.1365, 0.1533, 0.1024, -0.0867, -0.0306, 0.1293, -0.2092, 0.1455, -0.0772, -0.2240

***

Computed, not measured: a 2-piece molecular cluster, C4H10N2O overall, with wB97M-V/def2-TZVPD.

Geometry as XYZ:
```
17
C4H10N2O | the OMol25 dataset | wB97M-V/def2-TZVPD
H 2.001 -2.216 1.211
C -1.943 1.201 -0.200
H -0.165 1.096 1.280
H 2.385 -1.198 -0.202
H -2.581 1.112 0.698
H 1.446 -0.546 1.129
N 0.420 -1.895 -0.175
H -1.413 -0.896 0.414
N 0.751 1.548 -0.563
H 0.892 2.535 -0.406
C -0.195 0.916 0.209
H 0.777 1.304 -1.543
C 1.602 -1.469 0.516
H -0.813 -0.470 -1.340
H -0.089 -2.542 0.428
C -0.823 -0.302 -0.272
O -2.252 1.823 -1.182
```

Results
- energy (eV) = -9333.1892
- ΔE to the lowest compared entry with this formula, charge and spin (kcal per mole) = 133.7
- HOMO level (spin up / spin down) (eV) = -7.464 / -7.465
- HOMO-LUMO gap (spin up / spin down) (Ha) = 0.2710 / 0.2710

Want to see where the charge sits? The Löwdin charges in e are: 0.0660, -0.2440, 0.1393, 0.0625, 0.1218, 0.0523, -0.1032, 0.1126, 0.0919, 0.0978, -0.3354, 0.1045, -0.2569, 0.1155, 0.0288, -0.1129, 0.0593

***

Computed, not measured: one molecule with the formula C24H25N5O, with wB97M-V/def2-TZVPD.

Geometry as XYZ:
```
55
C24H25N5O | the OMol25 dataset | wB97M-V/def2-TZVPD
H -6.786 4.497 0.474
C 4.104 -2.494 -1.645
C -5.040 3.493 2.367
C -0.098 -1.057 0.796
C 6.030 -3.018 -3.246
C 4.220 -4.591 -2.319
H 7.950 -0.411 -4.229
C 0.741 0.837 2.618
C 4.865 -3.353 -2.451
H -3.251 1.825 3.923
H 6.457 -5.029 -3.909
N 3.081 -3.284 -1.113
C 7.580 -1.424 -4.127
H -2.798 1.551 0.909
C 3.312 -0.691 -0.540
H -6.934 1.457 0.679
C 7.839 -3.598 -4.699
H -0.434 -1.790 0.078
H -6.884 4.434 2.947
H -2.602 3.066 1.801
H -8.199 3.562 0.979
C -2.830 1.323 3.049
C -1.033 -0.396 1.570
C -6.563 3.550 2.394
H -6.939 2.664 2.909
N 3.161 -4.539 -1.523
C 2.237 -1.426 0.031
C 1.665 0.186 1.834
H -4.647 4.415 1.898
H 4.478 -5.526 -2.774
C 2.155 -2.758 -0.291
C -0.625 0.571 2.485
H -4.651 3.261 -0.254
O -1.441 1.286 3.300
C -3.159 2.114 1.773
H -4.657 3.446 3.388
H 1.049 1.571 3.346
H 1.400 -3.430 0.089
C -7.107 3.578 0.971
C 6.746 -3.990 -3.948
H 2.715 0.405 1.954
H 3.418 0.365 -0.332
H 8.417 -4.324 -5.257
H -2.076 -0.643 1.451
H -3.262 0.318 2.993
N 4.200 -1.202 -1.343
H 5.953 -0.914 -2.817
C 6.473 -1.697 -3.345
N 8.255 -2.345 -4.795
C -6.564 2.372 0.215
C 1.259 -0.768 0.900
H -6.891 2.389 -0.826
H -4.660 1.481 -0.253
N -4.589 2.314 1.647
C -5.039 2.365 0.266
```

Results
- SMILES string = c1cc(-c2cnn3cc(-c4ccc(OCCN5CCCCC5)cc4)cnc23)ccn1
- energy (eV) = -34791.2612
- ΔE to the lowest compared entry with this formula, charge and spin (kcal per mole) = 40.8
- HOMO level (eV) = -8.045
- HOMO-LUMO gap (Ha) = 0.2963

Want to see where the charge sits? The Löwdin charges in e are: 0.1114, -0.1974, -0.2037, -0.0223, -0.1719, -0.0699, 0.1025, 0.0105, -0.1075, 0.1224, 0.1003, -0.0642, -0.1493, 0.1111, -0.0574, 0.1144, -0.1566, 0.1152, 0.1095, 0.1362, 0.1073, -0.1666, -0.0114, -0.1864, 0.1150, 0.0822, -0.1364, -0.0253, 0.1285, 0.1102, 0.0549, -0.2666, 0.1288, -0.0391, -0.1740, 0.1139, 0.1209, 0.1428, -0.2121, -0.0179, 0.1154, 0.1212, 0.1019, 0.1096, 0.1251, 0.1463, 0.0886, -0.0101, 0.0451, -0.1887, -0.2044, 0.1090, 0.1184, -0.1739, -0.2054

***

Computed, not measured: one molecule with the formula C4H9NO, with wB97M-V/def2-TZVPD.

Geometry as XYZ:
```
15
C4H9NO | the OMol25 dataset | wB97M-V/def2-TZVPD
N -0.774 -0.499 0.309
H -2.473 -1.354 -0.404
C -1.590 -1.634 0.181
H 2.352 0.848 -1.606
H -0.214 1.064 -1.100
H 2.463 0.287 0.071
H 0.819 2.276 -0.336
C 0.618 1.225 -0.383
C -0.393 0.039 1.375
H -1.897 -2.051 1.144
H -0.643 -0.288 2.401
C 1.801 0.363 -0.791
O 0.393 1.102 1.192
H -1.026 -2.376 -0.397
H 1.530 -0.645 -1.125
```

Results
- SMILES string = CCO/C=N/C
- energy (eV) = -7829.8161
- ΔE to the lowest compared entry with this formula, charge and spin (kcal per mole) = 57.7
- HOMO level (eV) = -9.270
- HOMO-LUMO gap (Ha) = 0.3815

Want to see where the charge sits? The Löwdin charges in e are: -0.0688, 0.0797, -0.1362, 0.0754, 0.1129, 0.0764, 0.0942, -0.1696, -0.2711, 0.0713, 0.1485, -0.0900, -0.0709, 0.0792, 0.0690

***

Computed, not measured: a 2-piece molecular cluster, C3H13N3O overall, with wB97M-V/def2-TZVPD.

Geometry as XYZ:
```
20
C3H13N3O | the OMol25 dataset | wB97M-V/def2-TZVPD
H -2.639 -0.638 -1.106
H -0.365 -0.518 -0.828
C 1.391 -0.959 1.494
N -1.007 1.451 -0.660
H 1.702 -0.267 0.697
H 0.997 0.604 2.932
H 1.294 -0.985 3.647
H -0.520 -0.613 1.428
H 0.301 -0.391 -3.023
N 0.059 0.485 -2.576
H -1.394 2.188 -1.242
H 2.641 -0.042 2.992
H 1.991 -1.867 1.416
C -0.835 0.244 -1.458
H -2.657 0.434 -2.352
C 1.594 -0.303 2.855
H -0.404 1.063 -3.274
H -0.102 1.773 -0.335
O 0.060 -1.372 1.288
N -2.108 -0.287 -1.897
```

Results
- SMILES string = NC(N)N.CCO
- energy (eV) = -9839.5013
- ΔE to the lowest compared entry with this formula, charge and spin (kcal per mole) = 18.5
- HOMO level (eV) = -9.208
- HOMO-LUMO gap (Ha) = 0.3744

Want to see where the charge sits? The Löwdin charges in e are: 0.0684, 0.1094, -0.3342, 0.0365, 0.1053, 0.0706, 0.0741, 0.0754, 0.0669, 0.0344, 0.0614, 0.0716, 0.1136, -0.5957, 0.0620, -0.0866, 0.0621, 0.0613, -0.0974, 0.0409

***

Computed, not measured: C68H76BN4 as an isolated structure, with wB97M-V/def2-TZVPD.

Geometry as XYZ:
```
149
C68H76BN4 | the OMol25 dataset | wB97M-V/def2-TZVPD
H 4.659 -3.907 -0.720
H 7.797 -2.168 -3.115
C 3.740 -9.071 6.736
C 7.237 -5.622 1.047
H 3.793 -3.543 2.798
C 5.281 -3.024 -0.914
H 8.762 -3.074 -0.345
C -0.362 -16.105 4.325
B 6.757 -7.129 1.150
H 5.928 -2.836 -0.051
C 10.103 -7.939 -1.203
H 6.541 -12.732 11.135
C 2.495 -11.556 1.404
N 1.063 -13.358 2.263
C -0.451 -11.458 1.922
H 3.269 -9.030 11.127
H 7.717 -8.389 5.557
C 6.079 -3.158 -2.213
H 2.814 -15.394 2.190
H 11.089 -5.222 3.099
H 3.701 -9.799 0.978
C 7.665 -5.212 -1.485
C 6.262 -5.782 3.916
H 5.649 -2.820 -4.327
C 4.830 -5.271 3.580
H 8.442 -2.633 4.200
H 6.932 -10.689 5.223
H 9.305 -8.218 -0.507
H 4.056 -7.269 3.142
H 1.902 -7.104 11.919
C 6.511 -11.650 11.012
C 4.831 -3.900 2.896
C 6.283 -8.857 10.811
H 9.929 -2.234 5.089
H 5.254 -3.961 1.888
C 4.813 -9.433 7.582
H 11.067 -8.210 -0.753
H 4.613 -2.154 -1.010
H 4.298 -3.571 -3.423
H 1.822 -11.404 0.560
C 3.231 -12.914 3.279
C 5.077 -9.665 4.772
H 6.026 -7.855 2.261
H 11.359 -3.967 6.015
C 2.467 -5.816 10.274
H 4.578 -4.529 5.616
C 7.637 -7.426 5.061
C 5.165 -9.715 3.311
H 10.960 -6.517 -3.482
C 10.464 -5.732 -0.191
C 10.050 -6.434 -1.469
H 4.492 -6.334 1.700
N 4.771 -9.091 8.936
H 3.015 -5.927 2.596
H 7.653 -8.761 12.460
C 5.621 -9.690 9.897
H 9.802 -5.981 0.643
C 2.258 -12.631 2.293
H 4.679 -1.853 -3.213
C 8.643 -6.091 -2.031
H -1.256 -16.287 4.920
C 3.980 -7.991 9.372
C 8.103 -3.625 1.664
H 11.591 -3.601 3.626
C 11.108 -6.041 -2.511
C 9.779 -4.341 4.574
C 0.635 -17.081 4.210
C 7.119 -2.032 -2.264
H 11.469 -6.087 0.079
H 11.236 -5.661 5.539
C 6.056 -10.200 5.654
H 4.988 -12.252 4.271
C -0.224 -14.883 3.665
H 6.166 -7.775 10.733
C 4.063 -6.263 2.703
H -3.465 -11.393 0.320
H 9.983 -8.521 -2.124
C 10.721 -4.227 3.377
H 5.387 -3.163 3.488
H 5.207 -11.719 9.279
H -1.024 -14.139 3.712
C 5.912 -10.116 7.031
C 3.541 -10.667 1.619
C -0.117 -12.806 1.707
H 6.982 -6.873 -4.913
C 0.936 -14.611 2.920
C 6.390 -6.913 4.715
C 4.038 -5.153 4.893
C 4.271 -12.033 3.484
H 5.664 -4.934 -4.229
H 3.146 -13.805 3.899
H -2.877 -13.801 -0.018
N 7.553 -4.812 2.129
H 3.856 -6.135 5.343
H 6.599 -1.073 -2.390
C 1.763 -16.839 3.416
H 10.543 -4.647 -0.316
C 8.782 -6.669 4.828
H 7.902 -11.249 12.617
C 7.245 -10.812 11.859
C -1.020 -13.661 1.048
H 3.257 -4.762 8.548
C -2.523 -11.788 0.709
H 8.366 -2.806 2.314
C -2.203 -13.142 0.527
H 7.705 -1.956 -1.349
C -1.648 -10.949 1.410
C 5.738 -11.084 9.996
C 5.118 -2.847 -3.369
H 4.630 -6.690 7.777
H 5.937 -7.292 0.249
H -0.798 -14.729 0.973
C 10.649 -4.766 5.764
C 6.747 -4.570 -2.387
H 6.005 -9.302 2.760
C 6.473 -5.261 -3.573
H 6.664 -10.549 7.687
H 7.734 -7.868 1.051
C 4.374 -10.791 2.769
H 0.523 -18.034 4.733
C 8.208 -3.701 0.331
C 7.234 -6.351 -3.989
C 7.117 -9.420 11.778
N 7.651 -4.911 -0.075
C 3.998 -6.780 8.661
C 8.670 -5.391 4.280
H -1.886 -9.895 1.562
C 1.925 -15.600 2.789
H 1.851 -4.977 10.609
H 3.026 -8.945 4.706
H 9.004 -7.506 -3.628
C 8.340 -6.729 -3.243
H 10.041 -4.960 6.654
H 2.832 -8.648 7.161
C 9.151 -2.998 4.947
H 9.748 -7.080 5.134
H 12.112 -6.308 -2.157
H 0.219 -10.821 2.507
C 3.855 -9.214 5.361
C 3.236 -5.693 9.112
H 5.485 -7.437 5.012
H 2.517 -17.613 3.275
H 11.097 -4.953 -2.665
H 3.056 -4.693 4.706
C 7.477 -5.197 3.497
H 8.602 -3.106 5.890
H 10.232 -3.783 2.509
C 2.476 -7.014 11.000
C 3.230 -8.099 10.556
```

Results
- energy (eV) = -78375.9293
- charge = +1
- ΔE to the lowest compared entry with this formula, charge and spin (kcal per mole) = 0.0
- HOMO level (eV) = -9.505
- HOMO-LUMO gap (Ha) = 0.1854

Löwdin atomic charge list, values in e, 99 entries: 0.0968, 0.1002, 0.0003, -0.1018, 0.0971, -0.0501, 0.1269, -0.0632, -0.2906, 0.0567, -0.0420, 0.1082, -0.0036, 0.0358, -0.0256, 0.1271, 0.0891, -0.5204, 0.1233, 0.0948, 0.1316, -0.0584, -0.1063, 0.0920, -0.5081, 0.0584, 0.1341, 0.0686, 0.0578, 0.1078, -0.0710, -0.0348, -0.0093, 0.0975, 0.0587, -0.1705, 0.0918, 0.0919, 0.0922, 0.1279, 0.0143, -0.2590, 0.0646, 0.0936, -0.0814, 0.0956, -0.0395, 0.1118, 0.0797, -0.0598, -0.5362, 0.0487, 0.0202, 0.0985, 0.1093, -0.2349, 0.0801, -0.1582, 0.0884, -0.0687, 0.1106, -0.2398, -0.0467, 0.0950, -0.0439, -0.5367, -0.0775, -0.0432, 0.0965, 0.0806, -0.0371, 0.1197, -0.0154, 0.1255, -0.0594, 0.1082, 0.0798, -0.0442, 0.0942, 0.1224, 0.1262, 0.0075, 0.0242, -0.2303, 0.1123, -0.2291, -0.0585, -0.0481, 0.0164, 0.1004, 0.1183, 0.1105, 0.0545, 0.0628, 0.0937, -0.0662, 0.0846, -0.0175, 0.1072

***

- Among the records above, which one has the lowest ΔE to the lowest compared entry with this formula, charge and spin?
  C68H76BN4